This record from OMol25 describes an isolated molecule of C15H19N3OS. The level of theory is the ωB97M-V functional and the def2-TZVPD basis.

```
39
Properties=species:S:1:pos:R:3:lowdin_charge:R:1
H -0.91491 -1.51887 2.93872 0.13
H -2.25543 0.55733 2.57809 0.11
C -0.92088 -0.34916 -1.98079 -0.12
H 0.36848 2.71077 -2.56604 0.11
C -1.67053 0.12244 1.76506 -0.14
C -0.68881 2.94614 2.97838 -0.08
H 2.59627 -2.25635 -2.60757 0.06
C -0.31210 0.83325 1.69649 -0.14
C 0.47259 -2.31632 0.97236 -0.56
H 3.46743 -0.75161 -2.93490 0.08
C -0.49935 3.17346 0.82555 -0.18
H 0.79996 -4.20366 0.02146 0.09
N -0.46660 2.25624 1.81920 -0.09
C -0.83696 4.25388 2.61805 -0.16
O 1.22691 -1.94228 1.84564 0.06
C -0.88966 1.01557 -2.19414 -0.10
H -0.34925 2.91305 -0.20255 0.09
H 2.44197 1.39874 -2.55800 0.12
C 0.97405 -3.14803 -0.19626 -0.35
H 2.04395 -2.99032 -0.31816 0.07
C 1.49580 0.90516 -2.38981 -0.04
H -1.80818 1.58298 -2.20571 0.11
H -2.21584 0.28339 0.83261 0.11
C 1.48616 -0.47302 -2.20015 -0.28
C 0.25566 -1.08677 -1.97559 -0.48
H -1.86283 -0.85843 -1.83890 0.10
H -0.70912 2.46183 3.93316 0.11
H -1.01977 5.10863 3.23771 0.09
H 0.33139 0.47049 2.50337 0.13
S 0.09615 -2.85861 -1.76897 0.95
H 0.18106 0.61869 0.74493 0.12
H -1.38965 -2.37679 0.16812 0.10
C 0.32840 1.64539 -2.39313 -0.09
N -0.71608 4.37966 1.27092 0.05
H -2.50198 -1.82535 2.19052 0.12
C -1.51781 -1.37552 2.03753 -0.17
C 2.76888 -1.23972 -2.25914 -0.06
N -0.85227 -2.08508 0.97189 0.05
H 3.23348 -1.27945 -1.27271 0.09
```

Summary:
* electronic energy: -1220.71393 hartree
* SMILES: Cc1ccccc1SCC(=O)NCCCn1ccnc1
* energy above the lowest of the compared OMol25 structures with the same formula, charge and spin: 0.622 eV
* LUMO level: 0.49 eV


This record from OMol25 describes an isolated molecule of C15H19N5O3S. The level of theory is the ωB97M-V functional and the def2-TZVPD basis.

```
43
Properties=species:S:1:pos:R:3:lowdin_charge:R:1
C -1.65783 0.94027 2.54227 -0.07
H 5.66919 2.62202 1.92800 0.10
C -2.10649 1.37004 -0.79619 -0.49
C 1.64755 1.01700 0.29774 -0.40
H 1.67764 -1.01988 0.04198 0.09
C 2.88902 0.88247 1.10461 -0.12
C -0.64044 -1.52203 -0.61473 -0.75
N 1.25578 -0.15067 -0.28134 0.13
C 3.15570 -0.22046 1.91763 -0.09
N 4.24634 -0.32450 2.65038 0.07
H -0.37548 2.34194 -1.70161 0.10
H -3.38542 -2.47575 -2.15754 0.13
C 5.12319 0.66399 2.62996 -0.14
C -2.48780 1.78613 1.58161 -0.22
C -0.40935 0.21116 -2.13984 -0.13
O -3.08167 0.65595 -0.92845 0.07
H 2.45869 -1.04429 2.01346 0.11
S -0.30236 -2.49158 0.66368 0.72
H -3.42151 1.27757 1.33203 0.12
H -2.71715 2.75535 2.03495 0.12
H -1.46127 -0.04006 2.11394 0.04
H -1.64165 -3.85563 -3.29627 0.08
C 4.94016 1.82802 1.89551 -0.04
H 3.60064 2.81686 0.52603 0.12
H -1.04475 -4.41044 -1.72245 0.06
H -0.70612 1.42624 2.75084 0.07
O -2.07775 -0.79533 -3.63064 0.14
C -1.10255 1.56723 -1.93532 -0.02
O 1.09219 2.08471 0.12202 0.06
H -2.19159 0.80562 3.47865 0.07
N 0.03018 -0.37294 -0.88918 -0.05
C -1.46335 -0.80215 -2.60206 -0.39
H -0.87086 2.44324 0.40160 0.11
N -1.78305 2.00818 0.33815 0.07
C -2.50964 -2.82907 -1.61016 -0.20
C -1.92253 -4.07146 -2.26821 -0.07
H -1.63961 1.81480 -2.85158 0.13
N -1.56000 -1.73861 -1.60197 -0.01
H 6.00490 0.51642 3.23890 0.11
H 0.41366 0.29527 -2.85741 0.17
C 3.79976 1.93771 1.12120 0.00
H -2.78332 -3.03585 -0.57316 0.11
H -2.66108 -4.86747 -2.26703 0.08
```

Summary:
* electronic energy: -1480.74027 hartree
* SMILES: CCNC(=O)C[C@@H]1C(=O)N(CC)C(=S)N1NC(=O)c1cccnc1
* energy above the lowest of the compared OMol25 structures with the same formula, charge and spin: 0.000 eV
* LUMO level: 0.02 eV


This record from OMol25 describes a structure of composition C15H19N6O4PbS2SbSe4. The level of theory is the ωB97M-V functional and the def2-TZVPD basis.

```
52
Properties=species:S:1:pos:R:3:lowdin_charge:R:1
C -1.44706 3.27538 -4.34244 -0.03
C -1.02108 2.69453 -3.16054 -0.04
O 2.96058 -3.93012 0.82291 -0.46
N 7.01539 -3.75130 -1.41191 0.15
Pb 1.12233 -0.16810 0.07867 1.38
H 3.91661 -0.01159 3.73075 0.11
H -0.73409 3.80472 -4.96295 0.12
C 0.46090 0.03584 4.24407 -0.19
Se 0.70849 -3.83157 2.55964 0.24
Se -2.50323 -6.28871 1.67704 0.00
H -1.34566 0.15004 1.43080 0.04
S -3.18245 -2.78226 -1.58003 0.85
C 1.92091 0.47614 4.35481 -0.20
C -2.03456 -2.96802 -0.56339 -0.92
H 0.01068 2.76908 -2.84683 0.11
N 2.82250 0.64480 2.03965 -0.08
O -0.96637 -0.14140 -1.27722 -0.50
Sb -1.83779 -4.14428 2.29674 0.12
O -0.26379 1.94657 -0.36441 -0.46
H 1.97876 1.57145 4.34958 0.12
C -0.40314 0.67113 3.15387 -0.23
H -4.71936 2.44609 -4.23668 0.12
N -1.20224 -3.16712 0.30695 -0.52
C 3.89579 -2.21700 -1.07618 -0.18
C -3.23098 3.86298 -6.01535 -0.05
H -4.13410 3.39680 -6.40669 0.08
H 2.28178 0.17048 5.33892 0.11
H -1.40722 0.83052 3.55159 0.12
C -1.94228 2.02086 -2.37140 -0.28
C 4.61030 -3.34535 -0.57122 -0.31
H -0.02593 1.64992 2.84925 0.12
H -2.45913 3.81345 -6.78282 0.08
H -0.01208 0.25556 5.20244 0.11
S -1.43863 1.21653 -0.89663 0.43
H -0.78965 -1.11391 2.25617 -0.03
O -2.56981 1.18345 -0.00260 -0.30
H 3.70577 0.56569 1.54494 0.08
C 5.94803 -3.58090 -1.02253 -0.19
N -0.52458 -0.17913 1.94620 -0.08
C -2.77772 3.19659 -4.74628 -0.27
C -3.68091 2.51458 -3.93693 -0.03
C 2.90215 -0.07492 3.33017 -0.25
Se -2.93478 -2.45267 3.49987 0.01
H -3.97830 1.41408 -2.11108 0.12
N 3.29014 -1.29934 -1.42354 0.08
C -3.27373 1.92926 -2.74903 -0.04
H 2.69350 -1.13345 3.14873 0.10
H 0.41066 -1.05248 4.13817 0.08
H -3.45264 4.91732 -5.83871 0.09
Se 0.81512 -3.32038 0.25151 0.62
N 4.14059 -4.10722 0.38943 -0.01
H 2.68233 1.63738 2.20453 0.08
```

Summary:
* electronic energy: -12047.64753 hartree
* energy above the lowest of the compared OMol25 structures with the same formula, charge and spin: 0.000 eV
* LUMO level: -1.81 eV


This record from OMol25 describes an isolated molecule of C15H19NO4. The level of theory is the ωB97M-V functional and the def2-TZVPD basis.

```
39
Properties=species:S:1:pos:R:3:lowdin_charge:R:1
H 4.26255 -0.06405 2.51338 0.08
C -2.34178 1.61320 -3.11133 -0.16
H -3.23670 2.18432 -2.87616 0.11
H 2.86279 -0.02461 3.58510 0.07
H 1.78246 1.68827 2.06130 0.13
H -2.53836 -1.46752 4.12547 0.12
H 3.21410 1.62993 1.01980 0.13
H 0.62161 0.23835 3.19754 0.12
N -0.41574 0.68053 -2.13086 -0.04
H -3.06249 -0.35027 -3.77629 0.11
C 1.56614 -0.66310 -1.66001 -0.07
H -1.03933 -1.33273 -2.24926 0.11
H -2.38412 -2.51826 1.98521 0.11
C -0.95073 -1.09088 2.71112 -0.20
H -2.04114 1.83876 -4.13511 0.11
C -1.19865 1.90868 -2.14715 -0.13
C -1.10337 -0.40176 -2.81125 -0.14
O -1.21889 -0.14157 4.87240 0.05
C 0.23747 -0.41380 2.42922 0.06
O 1.37682 1.70414 -1.25576 0.07
O 2.09929 -0.01562 0.92856 -0.06
C 2.60223 1.05014 1.71626 -0.23
H -0.65819 -0.56032 -3.80246 0.13
H 2.55549 -0.51387 -1.21993 0.13
O 0.84047 -1.67714 -0.98428 -0.04
C 0.84312 0.68965 -1.66550 -0.44
H -1.56879 2.11442 -1.13665 0.13
C 3.45263 0.55988 2.88328 -0.06
C -1.60825 -0.87726 3.99817 -0.24
H 1.67256 -1.03486 -2.68401 0.14
C 0.90959 -0.58598 1.23007 -0.17
H 3.87599 1.41304 3.40593 0.08
C -2.53643 0.10782 -2.94157 -0.16
C 0.33142 -1.43595 0.25786 -0.18
C -0.83851 -2.12991 0.56131 0.00
C -1.47716 -1.97328 1.77184 -0.04
H -0.56673 2.74467 -2.45361 0.12
H -1.23322 -2.79750 -0.18958 0.12
H -3.08817 -0.09556 -2.02304 0.11
```

Summary:
* electronic energy: -938.68546 hartree
* SMILES: CCOc1cc(C=O)ccc1OCC(=O)N1CCCC1
* energy above the lowest of the compared OMol25 structures with the same formula, charge and spin: 2.050 eV
* LUMO level: 0.29 eV